Record 1
Here is an isolated molecule of C16H21ClN2O3S at a distorted geometry from OMol25. Energies are from wB97M-V/def2-TZVPD.

Element x y z (Å)
C  7.833  -2.427  0.139
C  7.595  -1.096  0.685
O  6.056  -1.057  0.605
C  5.392  -0.520  -0.325
O  5.960  -0.269  -1.216
N  4.076  -0.349  -0.386
C  3.274  0.275  -1.414
C  2.691  1.703  -0.936
N  2.056  1.235  0.266
C  0.713  1.600  0.575
O  0.149  1.251  1.474
C  -0.183  1.966  -0.541
C  -1.561  1.590  -0.384
S  -1.977  0.041  -0.686
C  -3.705  -0.201  -0.523
C  -4.590  0.916  0.206
C  -5.814  0.689  0.366
C  -6.398  -0.635  0.260
Cl  -8.087  -1.022  0.521
C  -5.534  -1.540  -0.636
C  -4.117  -1.440  -0.661
C  2.806  0.698  1.417
C  3.410  -0.330  1.012
H  7.158  -3.163  0.835
H  8.760  -2.620  0.107
H  7.397  -2.582  -0.953
H  8.052  -0.182  0.086
H  7.835  -1.075  1.699
H  4.018  0.329  -2.194
H  2.430  -0.206  -1.559
H  2.085  2.212  -1.514
H  3.728  2.181  -0.444
H  0.036  3.044  -0.916
H  0.230  1.521  -1.554
H  -2.242  2.309  -1.022
H  -1.738  2.045  0.545
H  -4.071  1.920  0.183
H  -6.404  1.327  0.757
H  -5.912  -2.529  -0.596
H  -3.552  -2.434  -1.026
H  2.154  0.640  2.317
H  3.642  1.539  1.697
H  4.054  -0.956  1.555
H  2.526  -1.192  1.062

Forces on the atoms, in the same order (eV/Å):
-8.6 -1.6 -1.1
-2.4 2.4 -3.6
1.1 -1.8 7.5
-4.9 -1.5 5.7
9.1 5.0 -15.7
-5.4 0.1 6.3
4.7 3.8 0.2
8.1 -4.4 5.9
-3.7 2.0 2.2
4.8 0.1 -8.6
-3.9 -2.8 10.4
4.3 2.2 -6.6
-3.1 6.7 -0.7
0.0 -5.0 -0.9
1.1 5.5 3.6
9.5 -0.5 -4.9
-4.1 -6.5 0.3
3.6 -1.3 -5.0
1.0 0.4 0.0
-2.5 0.8 5.6
-2.3 -3.7 -2.4
-2.9 13.7 3.7
2.9 -15.2 -5.7
2.1 1.4 -1.7
7.1 -2.1 0.1
0.9 0.6 2.2
-1.1 -2.0 1.2
0.1 0.5 1.7
-0.5 0.2 -1.1
-3.6 -3.2 -1.2
-2.5 2.6 -3.0
-2.6 0.0 -2.0
-1.0 -1.2 1.2
-0.6 0.1 1.8
1.4 -1.1 0.5
-1.1 -0.4 2.1
-1.0 -1.3 0.6
-4.0 4.9 2.7
-0.6 -1.0 -0.8
-0.9 2.8 0.8
0.4 -0.2 -0.9
-1.7 -1.1 -0.4
1.3 0.3 1.6
1.6 1.4 -1.1

SMILES	CCOC(=O)N1CCN(C(=O)CCSc2ccc(Cl)cc2)CC1
LUMO energy	0.3	eV
spin multiplicity	1
energy above the lowest of the compared OMol25 structures with the same formula, charge and spin	1284.73	kJ/mol
E_HOMO	-7.71	eV


Record 2
Here is a 2-piece molecular cluster, C16H21ClN3O6 overall at a distorted geometry from OMol25. Energies are from wB97M-V/def2-TZVPD.

Element x y z (Å)
O  1.371  -2.925  2.864
O  -4.240  6.155  -2.757
O  3.345  -5.361  -1.329
O  2.233  -1.662  -0.983
O  1.829  -5.955  -2.831
Cl  2.137  1.144  1.712
O  -5.337  4.700  -1.416
C  0.443  -2.746  2.086
C  -4.214  5.204  -1.989
C  2.193  -5.324  -1.814
C  2.598  -2.585  -0.253
C  -0.016  2.807  1.595
C  0.251  1.294  -0.266
C  -1.182  3.314  1.015
C  -0.918  1.803  -0.853
C  0.700  1.790  0.962
C  -1.651  2.815  -0.210
N  3.846  -2.562  0.228
N  -1.931  5.583  -0.983
N  0.440  -3.152  0.821
C  -0.801  -2.030  2.554
C  4.450  -3.509  1.162
C  -2.960  3.335  -0.769
C  -2.822  4.596  -1.649
C  1.115  -4.494  -1.101
C  1.610  -3.713  0.132
H  -6.057  5.256  -1.750
H  0.338  3.192  2.546
H  0.813  0.500  -0.754
H  -1.735  4.098  1.526
H  -1.255  1.392  -1.799
H  4.415  -1.808  -0.117
H  -1.012  5.175  -0.802
H  -1.852  6.432  -1.546
H  -0.357  -2.937  0.249
H  -1.651  -2.705  2.477
H  -0.958  -1.153  1.929
H  -0.661  -1.723  3.588
H  3.837  -3.586  2.063
H  5.449  -3.170  1.437
H  4.526  -4.493  0.693
H  -3.448  2.547  -1.349
H  -3.617  3.563  0.077
H  -2.366  4.294  -2.598
H  0.672  -3.797  -1.814
H  0.330  -5.181  -0.779
H  2.102  -4.423  0.795

Forces on the atoms, in the same order (eV/Å):
0.3 -0.1 -0.2
-0.5 -1.0 0.9
0.1 0.6 0.8
-0.5 -0.1 -0.1
-0.6 0.4 0.1
-0.3 0.1 -0.2
1.0 0.1 -0.3
0.2 0.3 1.2
1.2 1.5 -0.7
0.7 -1.1 -0.9
-0.5 0.5 -0.4
0.0 0.0 -0.1
0.1 0.0 0.0
0.4 -0.5 -0.2
0.3 0.3 0.8
-0.6 0.2 -0.4
0.1 -0.2 0.1
0.5 -0.6 0.8
-1.0 0.2 -0.2
0.4 -0.3 -1.0
0.0 0.0 0.0
-0.4 -0.3 -0.3
0.1 0.0 0.1
0.1 -0.6 0.8
0.1 0.5 0.4
0.2 -0.4 -0.1
0.0 0.0 0.0
-0.1 0.0 -0.1
0.0 0.0 0.1
0.0 -0.1 -0.1
0.0 0.0 0.1
-0.1 0.1 -0.1
-0.4 0.2 -0.3
0.1 -0.5 0.2
0.0 0.1 -0.1
-0.2 0.1 0.0
-0.2 0.1 0.0
0.0 -0.1 -0.1
0.1 0.0 0.0
-0.1 0.1 -0.1
0.0 0.0 0.0
0.0 0.1 0.0
0.0 0.0 -0.1
-0.4 0.0 -0.2
0.0 0.0 -0.1
0.0 0.0 0.0
-0.1 0.1 0.1

LUMO energy	1.8	eV
spin multiplicity	1
E_HOMO	-4.39	eV
charge	-1


Record 3
Here is C16H21N2O2S2 as an isolated structure at a distorted geometry from OMol25. Energies are from wB97M-V/def2-TZVPD.

Element x y z (Å)
C  -0.752  -2.735  1.863
O  -0.412  -1.386  1.477
C  -1.418  -0.477  1.372
C  -0.980  0.845  1.318
N  0.441  1.054  1.274
C  1.293  0.478  0.388
N  2.537  0.727  0.855
C  3.863  0.275  0.477
C  2.464  1.506  2.027
C  1.167  1.721  2.272
C  -1.890  1.873  1.610
O  -1.387  3.121  1.819
C  -2.340  4.185  1.601
C  -3.269  1.586  1.619
C  -3.683  0.267  1.567
C  -2.773  -0.766  1.505
H  0.186  -3.225  2.149
H  -1.459  -2.768  2.709
H  -1.204  -3.286  1.022
H  3.812  -0.520  -0.278
H  4.499  1.101  0.104
H  4.354  -0.098  1.395
H  3.329  1.723  2.628
H  0.632  2.140  3.109
H  -1.760  5.096  1.538
H  -2.838  4.028  0.641
H  -3.092  4.255  2.395
H  -3.994  2.400  1.681
H  -4.743  0.068  1.560
H  -3.094  -1.797  1.553
C  1.383  -2.088  -4.513
C  0.706  -0.745  -4.410
S  1.110  0.245  -2.958
C  0.809  -0.842  -1.722
S  1.504  -2.355  -1.719
C  0.976  -2.951  -3.340
H  0.982  -2.574  -5.406
H  2.469  -1.969  -4.552
H  0.910  -0.060  -5.244
H  -0.369  -0.872  -4.252
H  0.775  -0.279  -0.554
H  -0.111  -2.927  -3.212
H  1.368  -3.978  -3.364

Forces on the atoms, in the same order (eV/Å):
-0.2 0.0 -0.2
-0.4 -1.0 -0.1
0.0 -0.2 0.8
0.1 0.3 0.6
0.9 0.9 0.2
0.2 0.7 2.1
-0.5 1.0 1.1
0.6 -0.3 -0.4
-0.2 -0.4 -0.4
-1.0 -0.6 0.2
-0.1 0.1 -0.7
-0.7 -0.1 -0.4
0.2 -0.1 -0.2
0.4 0.4 0.2
-0.1 0.5 -0.2
0.4 -0.6 -0.3
-0.3 0.3 -0.1
0.4 0.2 -0.2
0.2 0.2 0.2
0.0 0.2 0.3
-0.6 -0.3 0.0
-0.3 -0.1 -0.6
0.0 0.2 -0.2
0.3 0.2 -0.1
0.1 0.1 0.2
0.0 0.0 0.1
0.3 -0.1 0.0
0.3 -0.5 0.1
-0.1 -0.2 0.1
-0.1 0.1 0.0
-0.1 0.0 0.1
0.1 0.5 -0.3
-1.3 0.5 0.2
1.1 -0.3 -0.6
-1.1 -0.8 0.5
0.4 -0.5 0.1
0.4 0.0 -0.2
-0.1 -0.2 -0.3
-0.2 -0.4 0.0
0.1 0.1 -0.7
0.9 0.4 -0.2
0.2 -0.6 -0.3
-0.4 0.3 -0.3

LUMO energy	-4.3	eV
spin multiplicity	1
E_HOMO	-11.17	eV
charge	+1


Record 4
Here is an isolated molecule of C16H21N3O2 at a distorted geometry from OMol25. Energies are from wB97M-V/def2-TZVPD.

Element x y z (Å)
C  1.729  2.939  -3.474
C  1.320  1.508  -3.908
C  2.779  1.047  -4.643
C  0.358  1.188  -4.800
N  1.503  0.785  -2.648
C  0.264  0.760  -1.868
C  0.681  0.268  -0.368
O  2.070  0.723  -0.064
C  -0.554  0.602  0.646
O  -0.362  -0.679  1.503
C  -1.362  -0.606  2.490
C  -1.991  0.583  2.919
C  -2.974  0.543  4.132
C  -2.898  -0.599  4.885
C  -2.130  -1.913  4.556
N  -1.797  -2.933  5.158
C  -1.047  -3.692  4.339
C  -0.682  -5.196  4.650
N  -0.292  -6.079  5.190
C  -0.358  -2.902  3.298
C  -1.159  -1.781  3.385
H  0.698  3.269  -3.029
H  2.451  2.919  -2.728
H  1.871  3.477  -4.418
H  3.073  1.391  -5.532
H  3.540  1.019  -4.063
H  2.941  0.018  -4.776
H  -0.408  1.560  -4.376
H  0.247  0.237  -4.832
H  0.699  1.838  -5.738
H  1.717  -0.106  -2.820
H  0.077  1.845  -1.769
H  -0.645  0.406  -2.152
H  0.888  -0.877  -0.459
H  2.469  0.896  -0.941
H  -0.056  1.292  1.174
H  -1.430  0.665  0.073
H  -2.101  1.416  2.382
H  -3.451  1.367  4.262
H  -3.523  -0.890  5.713
H  -2.490  -3.132  6.020
H  0.335  -3.180  2.630

Forces on the atoms, in the same order (eV/Å):
-5.9 0.0 -2.1
12.6 0.3 3.2
-5.9 -1.2 0.6
1.9 5.1 -6.0
-3.4 2.1 0.6
4.1 3.2 4.2
0.4 -1.5 -2.7
-2.4 0.3 0.3
5.9 -6.3 -2.0
-3.8 3.1 -0.6
3.0 0.1 2.4
-2.1 -5.2 3.4
6.9 -7.1 -3.3
0.1 -3.2 0.2
1.2 12.3 -7.4
-3.4 -5.9 5.9
5.3 -4.7 -1.4
-2.6 9.3 -2.2
2.0 -5.6 2.5
-5.9 -1.0 4.9
-3.9 2.9 0.4
1.9 0.5 -0.5
1.4 0.1 0.8
0.4 0.6 0.6
0.5 2.3 -3.6
5.1 1.8 4.8
-1.5 -2.5 -0.8
-6.8 2.8 2.0
-0.5 -6.4 -1.4
-1.5 -2.0 1.3
1.3 -4.6 -1.1
-0.3 -0.2 0.4
-2.3 -2.1 -1.5
-1.2 1.7 0.4
-0.5 0.1 0.2
0.3 3.5 2.3
-1.4 0.3 0.0
0.1 3.0 -2.3
-3.4 4.8 1.4
-0.6 1.0 0.6
2.7 -0.7 -2.4
2.2 -1.1 -2.2

SMILES	CC(C)(C)NC[C@@H](O)COc1cccc2[nH]c(C#N)cc12
LUMO energy	0.4	eV
spin multiplicity	1
energy above the lowest of the compared OMol25 structures with the same formula, charge and spin	1367.03	kJ/mol
E_HOMO	-8.10	eV


Record 5
Here is C16H21N3O4S as an isolated structure at a distorted geometry from OMol25. Energies are from wB97M-V/def2-TZVPD.

Element x y z (Å)
C  3.051  -2.805  3.299
C  1.893  -2.307  2.316
C  0.688  -1.632  2.751
C  -0.034  -1.389  1.683
C  0.555  -1.971  0.351
N  -0.054  -1.700  -0.627
C  -1.097  -1.019  -0.520
N  -1.930  -0.690  0.443
C  -1.329  -0.794  1.763
O  -1.823  -0.185  2.682
C  -3.281  0.127  0.520
H  -4.008  -0.626  0.028
C  -2.875  1.313  -0.632
O  -3.992  1.938  -1.016
O  -1.765  1.738  -0.555
C  -1.340  2.986  -1.227
H  -2.148  3.263  -1.999
H  -1.056  3.825  -0.661
C  -0.405  2.597  -2.335
O  -0.240  3.008  -3.313
N  0.681  1.760  -1.669
H  0.502  1.616  -0.484
C  1.805  1.336  -2.190
C  1.493  0.307  -3.110
H  2.111  -0.381  -3.833
H  0.775  0.702  -4.089
H  1.093  -0.587  -2.853
C  2.565  0.686  -1.137
H  3.736  0.289  -1.467
H  2.235  -0.051  -0.667
H  2.881  1.405  -0.412
C  2.664  2.289  -3.036
H  3.531  2.035  -3.422
H  3.074  3.135  -2.308
H  2.130  2.839  -3.748
H  -3.581  0.508  1.483
H  -1.883  -1.042  -1.677
S  2.020  -2.485  0.872
C  0.530  -1.359  4.304
H  -0.425  -0.806  4.528
H  0.585  -2.093  4.880
H  1.420  -0.663  4.926
H  2.735  -3.648  4.096
H  3.942  -3.422  2.674
H  3.458  -2.195  3.875

Forces on the atoms, in the same order (eV/Å):
-2.9 -9.0 -5.6
-0.4 1.7 13.8
5.0 -1.5 4.9
-1.6 -1.1 -3.0
2.4 0.7 14.3
-3.3 1.6 -10.3
-7.0 -0.2 -8.1
0.0 0.5 6.0
0.0 1.4 -2.2
-0.5 -0.3 1.0
2.7 -1.9 -6.5
0.8 1.8 0.9
-15.0 0.2 2.3
5.7 -2.8 0.5
7.5 3.4 0.2
-3.9 -1.4 -4.7
0.0 0.1 2.2
0.4 0.4 1.3
4.1 -7.2 16.3
0.6 6.0 -14.4
-8.1 3.6 6.6
0.9 0.5 -4.9
5.6 -1.6 -3.2
-1.9 -2.7 -9.7
1.2 2.4 1.2
1.5 -0.8 3.0
-2.7 -2.1 2.5
9.1 4.6 -2.6
-3.4 1.0 0.3
-3.7 -6.4 3.6
0.0 0.8 0.8
-2.0 4.8 5.4
3.9 -2.6 -1.9
-1.0 -1.2 -1.0
-1.1 0.5 -1.1
0.6 0.0 0.1
2.6 0.6 3.1
3.4 -3.2 -12.3
0.4 9.0 -4.0
1.0 -0.6 -0.4
0.2 -7.2 4.3
-2.1 -1.5 -2.6
0.0 1.6 -2.1
-2.4 1.9 1.5
3.5 6.2 4.4

LUMO energy	0.2	eV
spin multiplicity	1
energy above the lowest of the compared OMol25 structures with the same formula, charge and spin	1704.17	kJ/mol
E_HOMO	-7.65	eV


| no. | Kohn-Sham gap (eV) |
| --- | --- |
| 1 | 8.06 |
| 2 | 6.21 |
| 3 | 6.82 |
| 4 | 8.48 |
| 5 | 7.86 |